{
  "formula": "C24H57BeCaCl3N2NbO8P",
  "method": "ωB97M-V with the def2-TZVPD basis set",
  "multiplicity": 1,
  "gap_ev": 1.06,
  "charge": 2,
  "lumo_energy_ev": -10.41,
  "elements": ["C", "C", "O", "O", "C", "C", "C", "C", "C", "C", "C", "C", "Nb", "N", "C", "C", "C", "H", "H", "H", "H", "H", "H", "H", "H", "H", "H", "H", "H", "H", "H", "H", "H", "H", "H", "H", "H", "H", "H", "H", "H", "H", "H", "H", "H", "H", "O", "H", "H", "Be", "Cl", "C", "C", "Cl", "H", "H", "H", "H", "O", "P", "O", "C", "C", "O", "C", "C", "O", "C", "C", "H", "H", "H", "H", "H", "H", "H", "H", "H", "H", "H", "H", "H", "H", "H", "C", "O", "N", "C", "C", "H", "H", "H", "H", "H", "H", "H", "Cl", "Ca"],
  "coordinates": [[-1.571, -1.046, 2.176], [-0.278, -0.960, 2.898], [0.605, -0.223, 2.421], [0.062, -1.594, 3.983], [0.037, -3.065, 3.921], [1.192, -3.530, 3.031], [1.081, -4.980, 2.546], [-0.328, -5.444, 2.200], [-0.356, -6.554, 1.140], [-0.468, -5.992, -0.276], [-1.647, -5.067, -0.505], [-1.485, -4.419, -1.878], [-0.145, -2.574, -1.685], [1.576, -3.710, -2.043], [2.675, -3.172, -1.701], [3.671, -2.787, -2.769], [3.094, -2.893, -0.270], [-1.677, -2.072, 1.807], [-1.564, -0.421, 1.291], [-2.437, -0.857, 2.808], [0.159, -3.375, 4.953], [-0.960, -3.369, 3.601], [1.439, -2.934, 2.160], [2.131, -3.405, 3.613], [1.647, -5.041, 1.611], [1.560, -5.697, 3.213], [-0.798, -5.865, 3.159], [-0.980, -4.615, 1.936], [0.576, -7.117, 1.231], [-1.173, -7.279, 1.371], [-0.525, -6.831, -0.971], [0.467, -5.482, -0.510], [-1.693, -4.234, 0.221], [-2.614, -5.582, -0.539], [-0.956, -5.139, -2.507], [-2.455, -4.151, -2.332], [0.069, -2.825, 0.145], [0.928, -1.094, -1.580], [-0.353, -2.268, -3.482], [-1.571, -1.480, -1.426], [3.118, -2.543, -3.675], [4.311, -3.650, -2.965], [4.297, -1.952, -2.468], [3.772, -3.663, 0.105], [2.209, -2.856, 0.365], [3.660, -1.955, -0.265], [1.367, -1.947, -5.236], [1.158, -2.789, -5.655], [1.187, -1.294, -5.923], [-1.375, -7.517, 3.373], [-6.021, -7.196, -0.135], [-6.441, -6.673, -1.788], [-5.281, -5.996, -2.465], [-4.908, -4.411, -1.720], [-7.307, -6.018, -1.727], [-6.723, -7.564, -2.346], [-5.515, -5.806, -3.511], [-4.383, -6.610, -2.422], [1.140, 6.506, 2.867], [0.842, 5.482, 1.843], [2.287, 5.002, 1.241], [3.466, 4.839, 2.011], [3.652, 3.383, 2.414], [0.251, 6.347, 0.617], [-0.334, 7.641, 0.839], [0.649, 8.726, 0.457], [0.080, 4.162, 1.222], [0.115, 2.922, 1.906], [-0.248, 3.025, 3.376], [3.476, 5.464, 2.906], [4.292, 5.165, 1.379], [2.894, 3.081, 3.145], [4.634, 3.230, 2.864], [3.553, 2.732, 1.537], [-0.664, 7.756, 1.870], [-1.221, 7.708, 0.207], [1.589, 8.614, 0.997], [0.240, 9.714, 0.669], [0.887, 8.669, -0.607], [1.106, 2.468, 1.769], [-0.604, 2.271, 1.404], [0.481, 3.631, 3.924], [-0.277, 2.037, 3.839], [-1.223, 3.498, 3.496], [-0.690, 9.675, -3.443], [-0.704, 10.701, -4.085], [-0.943, 8.448, -3.947], [-0.910, 7.257, -3.125], [-1.259, 8.329, -5.361], [-0.462, 9.660, -2.362], [-0.158, 6.566, -3.513], [-1.890, 6.773, -3.144], [-0.660, 7.509, -2.097], [-0.431, 8.714, -5.957], [-2.147, 8.918, -5.591], [-1.437, 7.287, -5.614], [4.010, -3.360, 3.338], [2.554, -0.966, 2.205]],
  "forces_ev_per_a": [[-0.3, -0.9, 0.1], [0.3, 1.1, -0.9], [-0.8, 0.5, 0.0], [0.0, -0.6, 0.3], [-0.4, 0.2, -0.4], [-0.3, -0.7, 1.8], [0.0, 0.1, -0.6], [0.0, -0.5, 0.5], [0.2, 0.5, 0.4], [-0.3, -0.6, 0.6], [1.3, 1.4, -0.7], [-1.1, -1.5, -0.8], [0.7, -1.7, -1.5], [-1.8, 1.4, 1.4], [0.7, 0.3, -0.3], [-0.3, 0.0, -0.1], [0.2, -0.2, -0.1], [-0.1, 0.0, 0.1], [0.1, 0.3, 0.1], [0.1, 0.1, 0.1], [0.2, -0.1, 0.0], [0.0, 0.0, 0.0], [-1.0, 0.3, -0.6], [-1.0, -0.4, -0.1], [0.2, 0.0, 0.1], [0.0, 0.2, 0.2], [0.2, 0.6, -0.3], [-0.1, 0.0, 0.0], [-0.1, -0.2, 0.0], [0.0, 0.2, -0.4], [-0.1, 0.1, -0.1], [0.1, 0.1, 0.0], [-0.4, -0.5, 0.2], [-0.2, 0.2, 0.2], [0.2, 0.5, -0.5], [0.5, 0.4, 0.1], [0.3, 0.2, 0.4], [-0.1, 0.1, 0.7], [-0.4, -0.3, 0.0], [0.4, 0.2, 0.1], [0.1, 0.0, -0.1], [0.0, 0.0, 0.0], [0.0, 0.0, 0.1], [0.0, 0.0, 0.0], [0.0, -0.2, -0.1], [0.0, 0.0, 0.0], [0.0, -0.1, 0.0], [0.0, 0.0, 0.0], [0.1, 0.1, 0.0], [-0.2, -0.5, 0.2], [0.0, 0.0, 0.0], [-0.1, -0.1, 0.0], [0.0, -0.1, -0.2], [-0.1, 0.0, 0.0], [0.0, 0.0, 0.1], [0.1, 0.0, 0.0], [-0.1, 0.1, 0.0], [0.0, 0.0, 0.1], [-1.2, -2.1, 1.9], [2.2, 2.6, -5.5], [-0.4, -0.4, 0.7], [0.3, 0.1, 0.1], [-0.1, -0.2, 0.1], [-0.4, -0.5, 0.4], [0.1, 0.5, -0.1], [0.2, -0.1, -0.1], [-0.8, 0.2, 2.6], [0.0, -0.5, 0.0], [0.1, 0.2, 0.0], [-0.2, 0.1, -0.1], [0.0, 0.0, 0.0], [0.0, 0.1, 0.0], [0.0, 0.0, 0.0], [0.1, 0.1, -0.1], [0.1, -0.1, 0.1], [0.0, -0.2, 0.0], [-0.1, 0.0, 0.1], [0.0, 0.0, 0.0], [0.0, 0.0, 0.0], [0.0, 0.1, 0.1], [0.0, 0.1, -0.1], [0.0, 0.0, 0.0], [0.0, 0.0, 0.0], [0.0, 0.0, 0.0], [0.0, 0.1, 0.1], [0.0, 0.0, -0.1], [0.0, -0.1, 0.1], [-0.1, 0.1, -0.4], [0.0, 0.2, 0.1], [0.0, 0.0, 0.0], [0.0, -0.1, 0.1], [0.1, -0.1, 0.1], [0.0, 0.0, 0.0], [-0.1, 0.0, -0.1], [0.0, 0.0, -0.1], [0.0, 0.0, 0.1], [1.1, 1.5, -0.8], [2.2, -1.2, 0.7]]
}

---

{
  "formula": "C24H57N4O4RhSSeSi4",
  "method": "ωB97M-V with the def2-TZVPD basis set",
  "multiplicity": 5,
  "s_squared": 6.03,
  "e_above_lowest_ev": 0.000,
  "gap_ev": [7.40, 6.21],
  "lumo_energy_ev": [0.18, -1.92],
  "elements": ["Rh", "O", "Se", "O", "O", "O", "C", "Si", "C", "C", "Si", "Si", "C", "C", "C", "Si", "C", "C", "C", "H", "H", "H", "H", "H", "H", "H", "H", "H", "H", "H", "H", "H", "H", "H", "H", "H", "H", "H", "H", "H", "H", "H", "H", "H", "H", "H", "N", "C", "N", "C", "C", "C", "C", "C", "H", "H", "H", "H", "H", "H", "H", "H", "H", "H", "C", "C", "C", "C", "N", "C", "S", "N", "C", "C", "C", "C", "H", "H", "H", "H", "H", "H", "H", "H", "H", "H", "H", "H", "H", "H", "H", "H", "H", "H", "H", "H"],
  "coordinates": [[-0.077, -1.661, 0.456], [-0.602, -1.742, -2.854], [-0.255, -2.950, -1.791], [2.569, -1.040, -1.889], [-1.767, -2.616, 0.664], [1.138, -3.720, -2.173], [4.175, -3.773, -0.735], [2.870, -3.397, 0.560], [1.657, -4.793, 0.759], [3.632, -2.962, 2.216], [2.144, -1.266, -0.336], [2.626, -0.753, -3.528], [1.467, 0.669, -3.862], [4.387, -0.216, -3.872], [2.257, -2.212, -4.609], [3.299, 0.552, 0.648], [3.524, 0.549, 2.515], [2.341, 2.091, 0.142], [5.007, 0.587, -0.134], [4.632, -4.741, -0.517], [4.959, -3.014, -0.753], [3.718, -3.824, -1.724], [2.220, -5.706, 0.970], [1.072, -4.940, -0.147], [0.985, -4.607, 1.598], [3.897, -3.888, 2.733], [2.938, -2.418, 2.856], [4.539, -2.366, 2.108], [1.826, 1.588, -3.393], [0.480, 0.421, -3.470], [1.377, 0.852, -4.935], [4.644, 0.711, -3.358], [4.527, -0.047, -4.942], [5.098, -0.984, -3.564], [1.195, -2.444, -4.634], [2.784, -3.104, -4.270], [2.597, -1.969, -5.620], [2.717, 0.028, 3.027], [3.554, 1.579, 2.879], [4.463, 0.071, 2.795], [1.376, 2.113, 0.651], [2.156, 2.112, -0.933], [2.897, 2.991, 0.414], [5.632, -0.230, 0.230], [5.504, 1.525, 0.129], [4.957, 0.517, -1.218], [-0.834, 0.237, -0.404], [-1.473, 0.841, -1.153], [-2.214, 1.475, -2.019], [-3.404, 0.808, -2.568], [-3.182, 0.431, -4.035], [-2.248, 1.436, -4.726], [-2.325, 2.807, -4.063], [-1.765, 2.729, -2.643], [-4.247, 1.495, -2.455], [-3.607, -0.065, -1.950], [-4.154, 0.411, -4.531], [-2.759, -0.573, -4.096], [-2.487, 1.504, -5.787], [-1.219, 1.080, -4.662], [-3.359, 3.162, -4.043], [-1.751, 3.549, -4.620], [-2.089, 3.579, -2.037], [-0.674, 2.718, -2.666], [-6.729, -0.054, 1.601], [-5.577, 0.892, 1.281], [-4.204, 0.228, 1.343], [-3.801, -0.230, 2.747], [-2.477, -0.827, 2.747], [-1.447, -0.066, 2.733], [0.140, -0.879, 2.602], [-1.464, 1.292, 2.816], [-0.331, 2.193, 2.915], [-0.388, 3.079, 4.155], [0.010, 2.394, 5.462], [-0.935, 1.296, 5.940], [-7.693, 0.438, 1.473], [-6.682, -0.416, 2.629], [-6.707, -0.926, 0.945], [-5.599, 1.743, 1.970], [-5.723, 1.311, 0.282], [-3.443, 0.916, 0.964], [-4.179, -0.649, 0.688], [-4.499, -0.989, 3.101], [-3.890, 0.608, 3.457], [-2.099, -2.280, 1.530], [-2.364, 1.701, 3.009], [-0.287, 2.816, 2.016], [0.579, 1.594, 2.928], [-1.394, 3.506, 4.250], [0.281, 3.927, 3.985], [0.080, 3.161, 6.238], [1.019, 1.984, 5.350], [-1.962, 1.662, 6.001], [-0.649, 0.950, 6.934], [-0.931, 0.429, 5.281]],
  "forces_ev_per_a": [[-0.2, -0.5, 0.3], [0.0, -0.1, -0.1], [-0.1, 0.4, -0.2], [-0.3, -0.2, 0.0], [-0.1, 0.2, 0.1], [0.1, 0.0, -0.1], [0.0, 0.0, 0.0], [-0.1, -0.1, -0.2], [-0.1, 0.1, 0.1], [0.0, 0.0, 0.0], [0.7, 0.4, 0.0], [0.1, 0.1, 0.0], [0.0, 0.0, 0.0], [0.0, 0.0, 0.0], [0.0, 0.0, 0.0], [-0.1, 0.1, 0.0], [0.0, -0.1, 0.0], [0.0, -0.1, 0.0], [0.0, 0.0, 0.0], [0.0, 0.0, 0.0], [0.0, 0.0, 0.0], [-0.1, 0.0, 0.0], [0.0, 0.0, 0.0], [0.1, -0.1, 0.1], [0.0, 0.0, 0.0], [0.0, 0.0, 0.0], [0.0, 0.0, 0.0], [0.0, 0.0, 0.0], [0.0, 0.0, 0.0], [0.0, 0.0, 0.0], [0.0, 0.0, 0.0], [0.0, 0.0, 0.0], [0.0, 0.0, 0.0], [0.0, 0.0, 0.0], [0.0, 0.0, 0.0], [0.0, 0.0, 0.0], [0.0, 0.0, 0.0], [0.0, 0.1, 0.1], [0.0, 0.0, 0.0], [0.0, 0.0, 0.0], [0.0, 0.0, 0.0], [0.0, 0.0, 0.0], [0.0, 0.0, 0.0], [0.0, 0.0, 0.0], [0.0, 0.0, 0.0], [0.0, 0.0, 0.0], [-0.1, 0.3, 0.1], [0.2, -0.2, -0.3], [-0.1, 0.0, 0.1], [0.0, 0.0, 0.0], [0.0, 0.0, 0.0], [0.0, 0.0, 0.0], [0.0, 0.0, 0.0], [0.0, 0.0, 0.0], [0.0, 0.0, 0.0], [0.0, 0.0, 0.0], [0.0, 0.0, 0.0], [0.0, 0.0, 0.0], [0.0, 0.0, 0.0], [0.0, 0.0, 0.0], [0.0, 0.0, 0.0], [0.0, 0.0, 0.0], [0.0, 0.0, 0.0], [0.0, 0.0, 0.0], [0.0, 0.0, 0.0], [0.0, 0.0, 0.0], [0.0, 0.0, 0.0], [0.0, 0.0, 0.0], [0.0, 0.0, -0.1], [0.0, -0.1, 0.0], [0.1, 0.0, 0.0], [0.0, 0.0, 0.0], [0.0, 0.0, 0.0], [0.0, 0.0, 0.0], [0.0, 0.0, 0.0], [0.0, 0.0, 0.0], [0.0, 0.0, 0.0], [0.0, 0.0, 0.0], [0.0, 0.0, 0.0], [0.0, 0.0, 0.0], [0.0, 0.0, 0.0], [0.0, 0.0, 0.0], [0.0, 0.0, 0.0], [0.0, 0.0, 0.0], [0.0, 0.0, 0.0], [0.0, -0.1, 0.0], [0.0, 0.0, -0.1], [0.0, 0.0, 0.0], [0.0, 0.0, 0.0], [0.0, 0.0, 0.0], [0.0, 0.0, 0.0], [0.0, 0.0, 0.0], [0.0, 0.0, 0.0], [0.0, 0.0, 0.0], [0.0, 0.0, 0.0], [0.0, 0.0, 0.0]]
}